Entry 1:
{"formula": "C15H11F6IrN2OS5SbSe2", "method": "ωB97M-V with the def2-TZVPD basis set", "multiplicity": 6, "s_squared": 8.79, "homo_ha": [-0.0571, -0.0880], "charge": -2, "e_tot_ha": -8500.638289, "gap_ev": [5.8, 5.9], "species": ["Ir", "Se", "Se", "C", "C", "C", "C", "C", "N", "C", "C", "C", "C", "C", "N", "H", "H", "H", "H", "H", "H", "H", "H", "S", "Sb", "S", "S", "S", "S", "C", "C", "C", "O", "C", "F", "F", "F", "C", "F", "F", "F", "H", "H", "H"], "coordinates": [[-0.455930, 0.587511, -0.480151], [1.409870, 2.320051, 0.494546], [3.142979, 1.113037, 2.573154], [3.828894, -0.238230, 1.426052], [4.850920, -1.080239, 1.883129], [5.285214, -2.103955, 1.066327], [4.703180, -2.269281, -0.184207], [3.716118, -1.374271, -0.558625], [3.292295, -0.375199, 0.214476], [0.030599, 2.350338, 1.789526], [-0.036798, 3.117027, 2.945930], [-1.102733, 2.915184, 3.803687], [-2.061116, 1.958111, 3.501325], [-1.930334, 1.232899, 2.329414], [-0.912257, 1.445281, 1.500017], [5.272495, -0.931646, 2.867982], [6.065862, -2.776391, 1.405193], [5.001898, -3.070167, -0.847344], [3.221253, -1.456986, -1.520302], [0.743560, 3.833451, 3.161384], [-1.179951, 3.495500, 4.715999], [-2.897285, 1.766393, 4.159030], [-2.629462, 0.455513, 2.030916], [-3.783884, -1.674562, 1.067499], [-2.100725, -2.598489, -0.212683], [-0.056592, -1.380961, 0.497129], [-1.225871, -1.068142, -3.276028], [-1.637153, -4.813948, 0.115897], [1.230872, 0.610511, -2.559001], [-0.247717, -0.115036, -2.384584], [-3.448866, 1.478678, -1.584389], [-2.487885, 2.662535, -1.566698], [-1.247681, 2.414688, -1.047807], [-3.114418, 3.780683, -0.689602], [-2.411513, 4.923580, -0.697683], [-4.378870, 4.110167, -1.053499], [-3.189036, 3.378511, 0.588572], [-2.303904, 3.197119, -3.008727], [-1.421858, 4.202605, -3.088845], [-1.871963, 2.225807, -3.819421], [-3.463029, 3.663429, -3.549408], [-3.610243, 1.114356, -0.569325], [-3.018966, 0.664176, -2.165724], [-4.410575, 1.755911, -2.018894]], "atomic_forces_ev_per_a": [[-0.24, -0.03, -0.07], [-0.01, 0.06, 0.15], [0.03, 0.03, 0.07], [-0.15, 0.03, -0.16], [0.02, -0.07, 0.01], [0.01, 0.01, 0.03], [0.02, -0.02, -0.04], [-0.03, 0.08, 0.07], [0.15, -0.09, 0.06], [0.05, -0.05, -0.09], [0.02, 0.02, -0.01], [0.00, 0.02, 0.02], [-0.02, -0.03, -0.02], [-0.03, -0.04, -0.03], [0.03, 0.03, 0.12], [-0.01, 0.01, 0.01], [0.00, 0.00, 0.00], [-0.02, 0.00, 0.00], [-0.01, 0.01, -0.04], [0.00, 0.00, -0.01], [0.00, 0.00, 0.00], [0.00, 0.00, -0.01], [0.00, 0.01, 0.02], [0.02, 0.00, -0.05], [-0.11, -0.06, 0.03], [0.13, 0.04, 0.03], [-0.07, -0.03, 0.05], [0.01, 0.01, 0.00], [-0.08, -0.06, -0.09], [0.25, 0.07, 0.00], [-0.12, -0.05, -0.05], [0.09, 0.09, 0.09], [0.05, 0.06, -0.10], [-0.06, -0.04, 0.00], [0.05, 0.03, 0.00], [0.00, 0.00, -0.03], [0.01, -0.01, 0.03], [-0.07, -0.03, -0.04], [0.02, 0.01, 0.00], [0.02, 0.01, 0.00], [0.02, -0.01, 0.01], [0.02, 0.01, 0.02], [0.03, 0.03, -0.01], [0.00, -0.03, 0.02]], "lowdin_spin": [1.4768, 0.6082, 0.5035, 0.0377, 0.0190, 0.0013, -0.0002, 0.0037, 0.0077, 0.0428, 0.0193, -0.0028, 0.0166, 0.0027, 0.0648, 0.0089, 0.0001, 0.0000, 0.0027, 0.0045, -0.0007, 0.0014, 0.0030, 0.2686, 0.3312, 0.4779, 0.0912, 0.2727, 0.5017, 0.1228, 0.0115, 0.0102, 0.0788, 0.0006, 0.0002, 0.0004, 0.0000, 0.0028, 0.0008, 0.0016, 0.0008, 0.0025, 0.0019, 0.0007]}



Entry 2:
{"formula": "CH4N3P3", "method": "ωB97M-V with the def2-TZVPD basis set", "homo_ha": -0.3230, "smiles": "[H]/P=N/P=N\\P(C)#N", "e_tot_ha": -1228.748099, "gap_ev": 7.4, "species": ["H", "P", "N", "P", "N", "P", "C", "N", "H", "H", "H"], "coordinates": [[1.399096, 0.154704, -3.359736], [2.202761, 1.150251, -2.712088], [1.052012, 2.158717, -2.392870], [0.401028, 3.180125, -1.321031], [0.314577, 2.315038, -0.004241], [1.064453, 0.914690, 0.375355], [-0.333250, -0.052123, 1.048239], [2.525864, 0.607927, 0.451582], [-0.995829, -0.350931, 0.239055], [0.086225, -0.922376, 1.542290], [-0.861002, 0.586609, 1.749456]], "atomic_forces_ev_per_a": [[0.08, -0.14, -0.07], [0.00, 0.05, 0.23], [0.28, 0.16, -0.42], [-0.09, -0.45, 0.22], [0.06, 0.53, -0.02], [-1.00, 0.26, 0.75], [0.71, -0.06, -0.16], [0.24, -0.24, -0.61], [-0.07, 0.02, 0.00], [-0.11, -0.12, 0.06], [-0.10, 0.00, 0.03]], "lowdin_charge": [-0.1424, 0.7904, -0.7436, 0.6777, -0.5362, 0.4316, -0.2381, -0.3373, 0.0338, 0.0321, 0.0319]}



Entry 3:
{"formula": "C8H16CsO4S2", "method": "ωB97M-V with the def2-TZVPD basis set", "homo_ha": -0.4859, "charge": 1, "e_tot_ha": -1431.686448, "gap_ev": 10.3, "species": ["Cs", "C", "C", "C", "S", "O", "O", "C", "H", "H", "H", "H", "H", "H", "H", "H", "C", "C", "C", "S", "O", "O", "C", "H", "H", "H", "H", "H", "H", "H", "H"], "coordinates": [[-3.406763, 0.492400, 2.727952], [2.248911, -1.263579, 0.951493], [2.398597, 0.259352, 1.042525], [1.342321, 0.903139, 1.926344], [0.825716, -0.414074, 3.134951], [-0.619300, -0.370026, 3.176359], [1.671103, -0.283949, 4.309071], [1.372915, -1.776818, 2.102062], [3.221240, -1.754346, 0.983686], [1.825435, -1.653555, 0.024958], [2.429846, 0.671472, 0.033709], [3.390826, 0.450777, 1.457064], [0.451248, 1.055368, 1.300938], [1.447490, 1.880739, 2.388171], [0.418078, -2.164953, 1.720996], [1.681211, -2.672304, 2.643475], [-1.191965, 1.331004, -2.925896], [-0.116212, 0.483578, -2.264548], [-0.776246, -0.794930, -1.803275], [-2.219353, -0.147641, -0.954211], [-1.904888, 0.266356, 0.412056], [-3.357579, -1.014539, -1.177590], [-2.441005, 1.321597, -2.019622], [-1.552046, 0.943706, -3.881873], [-0.851433, 2.332993, -3.186882], [0.440394, 1.011911, -1.485902], [0.690368, 0.309347, -2.986348], [-0.203028, -1.444339, -1.151447], [-1.250069, -1.300443, -2.645018], [-2.581617, 2.139228, -1.309598], [-3.384188, 1.202526, -2.543593]], "atomic_forces_ev_per_a": [[-0.11, -0.08, 0.40], [-0.06, -0.88, 0.52], [1.31, 0.48, 0.15], [-1.77, -1.04, -0.75], [2.39, 1.74, -0.70], [-0.36, -0.33, 0.73], [-1.16, -0.38, -0.57], [-1.58, -1.04, -0.35], [0.09, 0.23, 0.19], [-0.19, 0.50, -0.11], [-0.20, 0.23, 0.11], [-0.05, 0.09, 0.03], [-0.13, -0.32, 0.18], [0.88, -0.27, 0.39], [0.01, 0.41, -0.25], [0.74, 0.60, 0.46], [-0.95, 0.70, -0.08], [1.38, 0.15, -1.02], [-0.52, 0.66, 0.32], [-1.12, -0.07, -0.96], [0.26, -0.10, -0.66], [0.39, 0.07, 0.65], [0.30, -0.11, 0.85], [0.48, -0.48, 0.03], [0.03, 0.06, 0.40], [-0.57, 0.04, 0.39], [-0.27, -0.37, -0.08], [-0.03, -0.11, -0.02], [0.33, -0.35, 0.02], [0.42, 0.18, -0.19], [0.05, -0.23, -0.09]], "lowdin_charge": [1.1477, -0.1898, -0.2085, -0.1886, 0.7097, -0.4982, -0.3007, -0.2133, 0.1182, 0.0966, 0.1066, 0.1202, 0.0725, 0.1115, 0.0956, 0.1164, -0.1960, -0.2308, -0.1958, 0.6841, -0.5691, -0.3182, -0.1847, 0.1246, 0.1234, 0.1099, 0.1296, 0.0987, 0.1207, 0.1025, 0.1052]}



Values of ΔE to the lowest compared entry with this formula, charge and spin, in order: 16.7, 280.9, 108.3, all in kJ/mol.